Record 1
This record from the OMol25 dataset describes a cluster of 10 separate species, C5H28NO11 in total in a non-equilibrium geometry. The level of theory is ωB97M-V/def2-TZVPD.

The strongest force on any atom is 1.194 eV/Å. As for the LUMO energy: 2.83 eV. Its HOMO energy is -7.0053 eV. The charge is -1. The energy above the lowest of the compared OMol25 structures with the same formula, charge and spin comes out at 6.4 kcal per mole. For the HOMO-LUMO gap, the calculation gives 0.3614 Eh. The molar mass comes out at 278.275 g/mol.

XYZ file:
```
45
Properties=species:S:1:pos:R:3:forces:R:3
O -1.59902 -0.21745 -0.75962 0.0157 0.7910 -0.0262
C -1.06210 0.94076 -0.64482 0.1719 0.1808 0.0186
H 1.46011 1.01968 0.27006 0.0439 0.0168 -0.0674
H -0.04589 1.37069 -3.20886 0.0241 -0.4716 -0.1629
O 4.83926 1.84387 -0.75362 -0.4709 -0.1630 0.3908
H -2.55541 -0.56881 0.72085 -0.5244 -0.0732 0.4623
C 0.72888 -0.79011 1.21675 0.3209 0.1424 0.4249
O -0.54631 -1.75807 -2.76169 -0.2447 0.2164 -0.2834
H -0.99791 -1.12382 -2.14250 0.6107 -0.2818 -0.1184
O -1.99285 -3.29868 1.77042 -0.0187 0.2466 0.1668
H -1.34091 1.01389 1.48648 0.1387 0.0455 0.0491
H -2.48975 -1.83623 -0.91666 -0.0341 -0.5973 -0.2965
C 0.76653 0.74225 1.06932 0.0365 -0.0549 -0.1776
O -2.66744 -2.76898 -1.15763 -0.0433 0.1313 0.0950
H 0.88031 3.98422 -0.43539 -0.0326 -0.0811 0.0704
C -0.60358 1.35045 0.75402 -0.4374 -0.1464 -0.1336
O 0.78605 3.86295 -1.38240 -0.1303 -0.1164 -0.3301
H -0.32544 -1.98884 2.49998 0.1353 -0.0492 0.1429
H -4.08526 -0.73628 1.08353 0.9259 -0.0572 0.3487
H -2.01604 -3.49963 0.82596 -0.0863 0.0578 -0.1293
H -2.73821 0.04571 3.05303 0.2291 0.3832 0.6325
H 1.02592 -1.31197 3.17717 -0.0195 -0.0831 0.0860
H 0.16568 3.09329 -1.50428 -0.0004 0.3437 0.4300
H 2.24729 1.63986 -2.97577 0.0034 -0.0878 -0.0787
H -0.58319 2.43916 0.78837 0.1311 0.0177 0.0707
O 2.76532 2.24051 -2.41767 -0.5608 0.2653 -0.0609
H 2.85619 -1.03118 1.61693 -0.0769 0.0548 0.0359
H 1.14891 1.19172 1.99390 -0.0090 -0.1663 -0.0430
H 2.08971 2.88266 -2.08972 0.5084 -0.1761 -0.0614
H 4.11707 1.99568 -1.40855 0.2681 -0.0639 0.0615
C 2.09531 -1.41003 0.92410 0.1090 0.4665 -0.0493
H 0.01544 -1.19421 0.50135 -0.0590 0.0282 -0.0169
H -2.51472 -2.47128 1.83059 0.1687 -0.4030 -0.0671
O -2.34628 0.49319 3.84034 0.4507 -0.5127 -0.5225
H 2.43057 -1.13477 -0.08181 -0.0101 -0.1988 0.0481
O 0.51824 0.95371 -3.89339 0.0565 -0.0704 -0.0223
H -2.15407 -2.89139 -1.97327 -0.0712 0.1606 0.2913
N 0.24075 -1.14562 2.56157 -0.3368 0.0976 -0.2573
O -0.83471 1.73677 -1.58881 -0.2722 -0.6923 0.2174
H 2.07079 -2.48933 1.03979 -0.0600 -0.1838 -0.1242
O -3.18515 -0.78735 1.47399 -0.4630 0.2315 -1.0761
H 4.34335 1.51283 0.01318 0.3622 0.1362 -0.3137
H 0.27246 0.01241 -3.88395 -0.0285 0.3645 0.1985
H -1.41261 0.19673 3.78753 -0.5891 0.1383 -0.0176
H 0.23271 -2.10895 -2.31885 -0.1314 0.2135 0.1951
```
Forces are in eV/Å.

Record 2
This record from the OMol25 dataset describes a structure of composition C19H13Br6FO5 in a non-equilibrium geometry. The level of theory is ωB97M-V/def2-TZVPD.

The strongest force on any atom is 4.331 eV/Å. As for the LUMO energy: -0.98 eV. Its HOMO energy is -9.5353 eV. The charge is 0. For the HOMO-LUMO gap, the calculation gives 0.3144 Eh. The molar mass comes out at 819.730 g/mol.

XYZ file:
```
44
Properties=species:S:1:pos:R:3:forces:R:3
C 3.55082 -2.81960 -0.19276 0.0431 0.1729 1.1430
H 3.07151 -0.17908 -2.29310 0.1742 -0.1690 -0.3241
H 5.12565 -3.44729 -2.72586 -0.4286 0.2634 -0.5822
C -0.11498 0.97130 -0.78986 0.1038 -0.0794 0.6290
C -0.76100 0.13535 0.13498 0.5038 0.7422 -0.9311
Br 3.04896 2.01735 -3.69178 0.1067 -1.6058 0.5538
O 4.10252 -4.05028 -0.01200 -0.1928 0.8330 2.0395
C 3.32906 0.00670 -3.33581 -0.7028 1.0440 -2.0876
C -5.74188 1.67035 2.42800 0.7827 -0.6302 -0.2524
H -6.31923 -0.91474 4.60146 -0.0044 -0.0039 -0.0341
C -0.66196 2.17781 -1.20461 -0.4925 -0.8487 1.1887
C -4.55780 -0.72098 3.30742 -1.9961 -0.3365 0.2250
H -6.03623 2.68774 2.21663 -0.4661 -0.1332 -0.2558
O -2.02370 -1.28275 2.32052 0.8892 0.2134 -0.5965
H -0.10117 2.78031 -1.90383 -0.2382 0.2806 0.0165
Br 3.53536 1.50896 0.61696 0.3779 0.8484 -0.7540
O 3.70485 -2.54313 -1.53511 -0.6497 1.0939 0.1055
C -1.98400 0.50558 0.64751 -1.2197 0.4139 1.1246
C -1.89386 2.55177 -0.64402 -0.7883 -0.4685 -0.8152
C -6.37870 0.86292 3.35639 -0.1836 0.0144 1.2279
H 5.23113 -5.17169 -1.35256 -0.2244 -0.5897 0.8206
C -3.95326 0.00428 2.29354 0.1551 1.7603 -0.8833
C -2.56022 -0.34058 1.78580 -1.5538 -0.2418 -0.0644
Br 6.09941 3.42740 0.70897 -1.5485 0.1179 -1.0356
C 4.24302 -4.73847 -1.19745 0.1919 0.0358 -1.6484
C -4.57821 1.20063 1.81996 0.4049 1.0338 -0.0849
C 4.14856 -3.66588 -2.29503 -0.1115 -0.0480 2.4408
H -7.27820 1.22436 3.83247 -0.2108 0.0627 -0.0689
C -5.82502 -0.32230 3.84570 1.6292 0.4892 -1.7170
H 0.90145 0.71648 -1.05129 0.0121 -0.1322 -0.4230
C -3.95597 2.12151 0.73567 -2.1289 1.6225 -1.4403
H 4.42576 2.97276 -1.29069 0.3517 -0.0544 0.3808
H -4.21456 -1.70727 3.58276 0.6311 0.1925 0.1661
H 3.38747 -5.40996 -1.26985 0.3928 -0.4231 -0.3613
O 3.08805 -2.12888 0.70085 1.2055 -1.4863 -2.9554
O -4.54594 3.09621 0.16213 1.3826 -3.1550 2.6261
H -0.24666 -0.77427 0.40783 -0.2620 -0.0878 0.4021
Br 2.02967 -0.96903 -4.61682 1.3017 0.8348 1.5204
C 4.32541 3.13738 -0.21788 -0.4568 0.0221 1.2577
C -2.64604 1.72948 0.23973 3.3235 -0.9478 -0.4767
Br 2.99674 4.65259 -0.08703 1.2551 -1.0439 0.0379
H -2.35197 3.43577 -1.06243 -0.2060 0.2367 0.4225
Br 5.17626 -0.38778 -3.80637 -0.8845 -0.0438 0.4653
F 3.20900 -4.02090 -3.16895 -0.2686 0.2009 -1.0013
```
Forces are in eV/Å.

Record 3
This record from the OMol25 dataset describes the molecule C3H4N2O in a non-equilibrium geometry. The level of theory is ωB97M-V/def2-TZVPD.

The strongest force on any atom is 3.238 eV/Å. As for the LUMO energy: 0.41 eV. Its HOMO energy is -10.5487 eV. The charge is 0. The energy above the lowest of the compared OMol25 structures with the same formula, charge and spin comes out at 72.8 kcal per mole. For the HOMO-LUMO gap, the calculation gives 0.4026 Eh. The molar mass comes out at 84.078 g/mol.

XYZ file:
```
10
Properties=species:S:1:pos:R:3:forces:R:3
H 0.11657 -1.67619 0.74902 0.0658 0.6242 -0.3774
N -0.75451 2.58587 -0.14162 0.5250 -0.3180 0.4548
C -0.39330 -0.81725 0.25754 -0.3333 0.4505 -0.6788
C 0.51627 0.36152 -0.21257 -0.3100 0.3122 -1.4596
H -2.11383 -1.59665 0.44757 0.1081 0.1219 0.0735
H 2.07077 -0.76586 -0.10970 -0.0564 0.4828 0.0480
C -0.08894 1.65290 0.01385 -0.8848 1.4558 1.7282
H 0.45029 0.87705 -1.28441 0.4603 -3.2038 0.1030
O 1.84080 0.13507 0.17226 0.0525 0.1722 0.1923
N -1.64412 -0.75646 0.10805 0.3728 -0.0978 -0.0840
```
Forces are in eV/Å.

Record 4
This record from the OMol25 dataset describes the molecule FH2IP2 in a non-equilibrium geometry. The level of theory is ωB97M-V/def2-TZVPD.

The strongest force on any atom is 2.692 eV/Å. As for the LUMO energy: -0.27 eV. Its HOMO energy is -9.5280 eV. The charge is 0. The energy above the lowest of the compared OMol25 structures with the same formula, charge and spin comes out at 5.8 kcal per mole. For the HOMO-LUMO gap, the calculation gives 0.3403 Eh. The molar mass comes out at 209.866 g/mol.

XYZ file:
```
6
Properties=species:S:1:pos:R:3:forces:R:3
I -2.49860 -0.62173 -0.16914 -0.6569 -0.1557 -0.5879
F 1.90477 1.31983 0.01366 -1.2017 -0.7850 -0.4509
H 0.09299 -1.11601 0.75999 1.0873 -2.4619 -0.0383
P 0.42326 0.89796 -0.63352 0.4940 0.7335 0.0625
H 0.66729 -0.42772 -1.09165 0.5172 0.3518 -0.2060
P -0.58971 -0.05233 1.12066 -0.2398 2.3174 1.2207
```
Forces are in eV/Å.